Arrangement a

# C11H14NP

One molecule with the formula C11H14NP (wB97M-V/def2-TZVPD, the OMol25 dataset).

**LUMO**: 0.005 Eh
**E_HOMO**: -8.37 eV
**Orbital gap**: 8.5 eV
**SMILES**: CC/C=C/C(=N\P)c1ccccc1

Cartesian coordinates (Å):
1 C 0.5627 0.4350 -3.7620
2 C -0.0734 -0.6800 -2.9836
3 C -0.3918 -0.3350 -1.5477
4 C -0.0120 0.8042 -0.9428
5 C -0.1615 0.9690 0.4898
6 N -0.5728 2.1299 0.9400
7 P -0.8748 3.5433 0.1581
8 C -0.0221 -0.1311 1.4406
9 C -0.8139 0.0047 2.6501
10 C -0.9068 -1.1075 3.4453
11 C 0.0405 -2.1876 3.3339
12 C 0.9242 -2.2340 2.2975
13 C 0.8028 -1.2237 1.2830
14 H 0.1150 1.4867 -3.4343
15 H 0.2688 0.2238 -4.7627
16 H 1.7284 0.4714 -3.5551
17 H 0.5688 -1.6016 -3.0558
18 H -1.0041 -1.2305 -3.3599
19 H -0.6466 -1.1785 -1.0276
20 H 0.3737 1.6313 -1.4571
21 H 0.0415 4.2368 0.8235
22 H 0.0995 3.6490 -0.8661
23 H -1.4647 0.7840 2.9124
24 H -1.6106 -1.1318 4.3125
25 H 0.0896 -3.0837 4.0401
26 H 1.7082 -3.1108 2.3076
27 H 1.2313 -1.1332 0.3205

Taken from the Mulliken analysis, the atomic charges in e are: atom 1 (C): -1.065, atom 2 (C): -0.309, atom 3 (C): -0.464, atom 4 (C): -0.991, atom 5 (C): 0.553, atom 6 (N): -0.459, atom 7 (P): -0.132, atom 8 (C): 0.532, atom 9 (C): -0.481, atom 10 (C): -0.577, atom 11 (C): -0.115, atom 12 (C): -0.728, atom 13 (C): -0.206, atom 14 (H): 0.236, atom 15 (H): 0.381, atom 16 (H): 0.255, atom 17 (H): 0.283, atom 18 (H): 0.341, atom 19 (H): 0.647, atom 20 (H): 0.410, atom 21 (H): 0.049, atom 22 (H): -0.009, atom 23 (H): 0.457, atom 24 (H): 0.292, atom 25 (H): 0.275, atom 26 (H): 0.235, atom 27 (H): 0.590

***

Arrangement b

# C11H14NP

One molecule with the formula C11H14NP (wB97M-V/def2-TZVPD, the OMol25 dataset).

**LUMO**: 0.002 Eh
**E_HOMO**: -7.78 eV
**Orbital gap**: 7.8 eV
**SMILES**: C/N=C/C=C\C#P1C=C(C)C(C)=C1

Cartesian coordinates (Å):
1 C -3.2576 0.6253 -1.9690
2 N -3.0167 0.5183 -0.5501
3 C -3.3243 -0.4675 0.2016
4 C -2.7381 -0.5773 1.4537
5 C -1.6280 0.2516 1.7216
6 C -1.2424 1.2667 0.8688
7 P -0.3415 0.8183 -0.5441
8 C 0.4005 -0.8366 -0.3780
9 C 1.7232 -0.6983 -0.1610
10 C 2.7651 -1.7810 -0.2195
11 C 2.1760 0.6281 0.1470
12 C 3.5161 0.9322 0.5922
13 C 1.1586 1.5570 -0.0229
14 H -4.3595 0.7663 -2.0889
15 H -2.6336 1.5439 -2.2742
16 H -2.9421 -0.2745 -2.4241
17 H -3.8345 -1.2994 -0.2740
18 H -3.3280 -1.1334 2.2015
19 H -1.0078 0.0710 2.5401
20 H -0.3490 -1.7145 -0.3339
21 H 3.4171 -1.9022 0.5550
22 H 3.4309 -1.6050 -1.1612
23 H 2.2847 -2.7025 -0.3616
24 H 4.3992 1.2152 -0.1328
25 H 3.9609 0.2584 1.2969
26 H 3.4510 1.9233 1.1243
27 H 1.3198 2.6166 0.1927

Taken from the Mulliken analysis, the atomic charges in e are: atom 1 (C): -0.973, atom 2 (N): -0.422, atom 3 (C): 0.148, atom 4 (C): -0.804, atom 5 (C): -0.114, atom 6 (C): -0.166, atom 7 (P): -0.036, atom 8 (C): -0.840, atom 9 (C): 0.956, atom 10 (C): -1.652, atom 11 (C): 0.965, atom 12 (C): -1.333, atom 13 (C): -0.743, atom 14 (H): 0.350, atom 15 (H): 0.288, atom 16 (H): 0.390, atom 17 (H): 0.441, atom 18 (H): 0.355, atom 19 (H): 0.479, atom 20 (H): 0.277, atom 21 (H): 0.386, atom 22 (H): 0.286, atom 23 (H): 0.428, atom 24 (H): 0.242, atom 25 (H): 0.351, atom 26 (H): 0.355, atom 27 (H): 0.387

***

The structure with the least stability is arrangement b.

***

Arrangement a

# C13H48N6O11

A 11-piece molecular cluster, C13H48N6O11 overall (wB97M-V/def2-TZVPD, the OMol25 dataset).

**LUMO**: 0.009 Eh
**E_HOMO**: -8.60 eV
**Orbital gap**: 8.8 eV
**SMILES**: NC(N)=O.NC(N)=O.NC(N)=O.CCO.CCO.CO.CO.CO.CO.CO.CO

Cartesian coordinates (Å):
1 N -2.2594 1.0475 0.7550
2 C -2.6204 0.6615 1.9480
3 N -3.2964 -0.4665 2.0270
4 O -2.2304 1.3705 3.1040
5 H -1.8604 1.9755 0.6300
6 H -2.3654 0.5345 -0.1560
7 H -3.6674 -0.9375 2.8440
8 H -3.7754 -0.8125 1.1010
9 N -1.3894 -2.3145 2.3540
10 C -0.6024 -2.6835 1.4150
11 N 0.1906 -3.5515 1.9480
12 O -0.5804 -2.2485 0.0750
13 H -2.1804 -1.6785 2.0930
14 H -1.0444 -2.1435 3.2720
15 H 0.9516 -3.8755 1.2720
16 H 0.5366 -3.4555 2.8620
17 N -4.2764 -1.4375 -0.2830
18 C -3.6634 -0.8135 -1.2460
19 N -2.3604 -0.7185 -1.1250
20 O -4.3414 -0.1075 -2.2630
21 H -5.3444 -1.5045 -0.3020
22 H -3.9544 -2.3395 -0.0110
23 H -1.8654 -1.3245 -0.5330
24 H -1.7784 -0.3355 -1.9210
25 C 1.1136 0.6735 1.4200
26 C 0.8956 0.9465 -0.0890
27 O 1.8056 0.2795 -0.8210
28 H 0.3756 1.2195 1.8510
29 H 2.0336 0.9985 1.7960
30 H 0.9726 -0.3515 1.6800
31 H 1.1196 2.0155 -0.2450
32 H -0.1014 0.6585 -0.4360
33 H 1.8846 0.6025 -1.6970
34 C -0.2254 -0.4035 5.0100
35 C 0.1436 -1.6585 5.6990
36 O -0.0464 -2.6905 4.8010
37 H -1.1304 -0.3315 4.4770
38 H 0.4436 -0.3465 4.1870
39 H -0.1104 0.5815 5.5430
40 H -0.4734 -1.8615 6.5720
41 H 1.1326 -1.7505 6.0700
42 H 0.5866 -3.3465 5.0680
43 C -1.4104 -1.1535 -4.0300
44 O -0.6724 -0.2295 -3.2700
45 H -1.9964 -0.7065 -4.7390
46 H -1.9834 -1.9105 -3.4800
47 H -0.6944 -1.7105 -4.5700
48 H -0.0004 0.1925 -3.8050
49 C -0.3384 3.9915 1.1070
50 O -1.3574 3.5485 0.2220
51 H -0.3494 5.0995 1.1580
52 H 0.6546 3.8435 0.8060
53 H -0.3544 3.5065 2.0530
54 H -2.1544 4.0015 0.4530
55 C 2.4076 2.3345 -4.1210
56 O 1.5246 2.1795 -3.0270
57 H 3.2416 3.0485 -3.8800
58 H 1.8686 2.6855 -4.9600
59 H 2.9236 1.4225 -4.4710
60 H 0.5906 2.2805 -3.2890
61 C 2.6726 -2.7515 0.5120
62 O 2.0216 -3.9515 0.0080
63 H 2.4866 -2.4625 1.5170
64 H 2.4106 -1.9845 -0.2480
65 H 3.7756 -2.7375 0.4190
66 H 1.5046 -3.5985 -0.7630
67 C 0.2756 5.3635 -2.0490
68 O 0.2346 5.2235 -3.4430
69 H -0.4364 6.1225 -1.7460
70 H 1.1596 5.7765 -1.7120
71 H 0.0846 4.4115 -1.6020
72 H -0.5814 4.6845 -3.6590
73 C 4.4726 -2.2245 -2.9170
74 O 3.9486 -3.4665 -2.5930
75 H 4.7086 -2.0895 -3.9980
76 H 5.3636 -2.1325 -2.2950
77 H 3.8726 -1.3445 -2.5810
78 H 3.4826 -3.3355 -1.7550

Taken from the Mulliken analysis, the atomic charges in e are: atom 1 (N): 0.059, atom 2 (C): 0.445, atom 3 (N): -0.492, atom 4 (O): -0.774, atom 5 (H): 0.167, atom 6 (H): 0.046, atom 7 (H): 0.320, atom 8 (H): 0.348, atom 9 (N): -0.175, atom 10 (C): 0.321, atom 11 (N): -0.450, atom 12 (O): -0.891, atom 13 (H): 0.222, atom 14 (H): 0.103, atom 15 (H): 0.509, atom 16 (H): 0.305, atom 17 (N): -0.434, atom 18 (C): 0.431, atom 19 (N): 0.365, atom 20 (O): -0.760, atom 21 (H): 0.275, atom 22 (H): 0.327, atom 23 (H): 0.163, atom 24 (H): 0.167, atom 25 (C): -0.944, atom 26 (C): 1.048, atom 27 (O): -0.456, atom 28 (H): 0.250, atom 29 (H): 0.671, atom 30 (H): -0.402, atom 31 (H): 0.245, atom 32 (H): -0.541, atom 33 (H): 0.236, atom 34 (C): -0.892, atom 35 (C): -0.307, atom 36 (O): -0.605, atom 37 (H): 0.176, atom 38 (H): 0.152, atom 39 (H): 0.357, atom 40 (H): 0.252, atom 41 (H): 0.431, atom 42 (H): 0.307, atom 43 (C): -0.963, atom 44 (O): -0.681, atom 45 (H): 0.355, atom 46 (H): 0.301, atom 47 (H): 0.384, atom 48 (H): 0.264, atom 49 (C): -0.928, atom 50 (O): -0.545, atom 51 (H): 0.410, atom 52 (H): 0.355, atom 53 (H): 0.315, atom 54 (H): 0.230, atom 55 (C): -0.724, atom 56 (O): -0.287, atom 57 (H): 0.239, atom 58 (H): 0.326, atom 59 (H): 0.262, atom 60 (H): 0.155, atom 61 (C): -0.440, atom 62 (O): -0.689, atom 63 (H): 0.194, atom 64 (H): 0.068, atom 65 (H): 0.426, atom 66 (H): 0.429, atom 67 (C): -0.477, atom 68 (O): -0.553, atom 69 (H): 0.344, atom 70 (H): 0.369, atom 71 (H): -0.007, atom 72 (H): 0.322, atom 73 (C): -0.306, atom 74 (O): -0.546, atom 75 (H): 0.285, atom 76 (H): 0.291, atom 77 (H): -0.074, atom 78 (H): 0.319

***

Arrangement b

# C13H48N6O11

A 11-piece molecular cluster, C13H48N6O11 overall (wB97M-V/def2-TZVPD, the OMol25 dataset).

**LUMO**: 0.005 Eh
**E_HOMO**: -8.69 eV
**Orbital gap**: 8.8 eV
**SMILES**: NC(N)=O.NC(N)=O.NC(N)=O.CCO.CCO.CO.CO.CO.CO.CO.CO

Cartesian coordinates (Å):
1 N 2.2423 -5.2127 3.2786
2 C 2.4216 -4.2725 2.4258
3 N 3.0759 -4.5968 1.4424
4 O 1.9377 -2.9909 2.6476
5 H 1.7816 -5.0221 4.1609
6 H 2.8608 -6.0590 3.2309
7 H 2.8219 -3.9018 0.6967
8 H 3.0440 -5.6143 1.0459
9 N -2.8508 2.9972 1.9340
10 C -1.9167 3.1606 2.8623
11 N -2.1496 4.3403 3.5637
12 O -1.1240 2.2158 3.3510
13 H -2.8454 2.1529 1.3235
14 H -3.3884 3.8007 1.6119
15 H -1.4013 4.5450 4.2707
16 H -2.7823 5.1170 3.3339
17 N -1.4744 0.1858 -1.9030
18 C -2.4666 -0.5800 -2.2293
19 N -2.4260 -1.6645 -1.4918
20 O -3.4222 -0.1923 -3.1205
21 H -1.4270 1.1336 -2.4137
22 H -0.7520 0.1297 -1.1255
23 H -3.2367 -2.2848 -1.5404
24 H -1.6905 -2.0135 -0.8878
25 C -0.7817 3.3544 -0.7405
26 C -1.0046 3.7489 -2.1433
27 O -0.8996 2.6962 -2.9556
28 H 0.2034 2.8475 -0.5977
29 H -1.5520 2.6093 -0.4237
30 H -0.9481 4.1317 -0.0093
31 H -0.1812 4.3333 -2.3988
32 H -1.9156 4.2871 -2.3548
33 H -0.5642 3.1062 -3.7885
34 C 2.9021 -1.4069 -0.5165
35 C 1.9784 -2.4133 -1.1411
36 O 2.5402 -3.7136 -1.2301
37 H 3.9443 -1.6912 -0.6347
38 H 2.6630 -1.3823 0.5346
39 H 2.8133 -0.3880 -0.8013
40 H 1.7438 -2.1200 -2.1455
41 H 1.0971 -2.5253 -0.5087
42 H 2.0229 -4.2413 -1.8495
43 C 1.1128 0.0950 -3.8852
44 O 2.2966 0.4125 -4.5147
45 H 0.5079 0.9741 -3.9850
46 H 1.1847 0.0100 -2.8135
47 H 0.6789 -0.8475 -4.2568
48 H 2.1320 0.7128 -5.4428
49 C 2.1966 1.3651 2.4159
50 O 2.4427 1.8089 1.1752
51 H 2.6768 0.4317 2.6767
52 H 1.1574 1.2960 2.6497
53 H 2.6277 2.0162 3.0687
54 H 2.5588 2.7741 1.2960
55 C 2.5210 2.4649 -1.9717
56 O 3.5621 1.9044 -2.7861
57 H 1.9763 3.1145 -2.6271
58 H 2.9751 3.0347 -1.1757
59 H 1.8751 1.7341 -1.6012
60 H 3.1450 1.2169 -3.3236
61 C -4.3408 -0.1146 1.0787
62 O -3.2920 0.6138 0.5863
63 H -4.1736 -0.7457 2.0008
64 H -4.6176 -0.8098 0.3334
65 H -5.1908 0.5279 1.3136
66 H -2.8490 0.1344 -0.0778
67 C -1.9877 -3.1207 2.3003
68 O -2.5385 -3.2814 1.0180
69 H -2.2077 -2.1992 2.7428
70 H -0.8921 -3.2029 2.2286
71 H -2.2323 -3.9186 3.0767
72 H -2.0867 -3.9400 0.5001
73 C -0.2841 -0.3458 1.0461
74 O 0.4137 0.2699 0.0055
75 H -0.9021 0.3620 1.5515
76 H 0.2943 -0.8836 1.7413
77 H -0.9411 -1.0874 0.5660
78 H 1.3068 0.6171 0.3266

Taken from the Mulliken analysis, the atomic charges in e are: atom 1 (N): -0.416, atom 2 (C): 0.414, atom 3 (N): -0.428, atom 4 (O): -0.628, atom 5 (H): 0.279, atom 6 (H): 0.199, atom 7 (H): 0.219, atom 8 (H): 0.286, atom 9 (N): -0.131, atom 10 (C): 0.723, atom 11 (N): -0.495, atom 12 (O): -0.667, atom 13 (H): 0.129, atom 14 (H): 0.257, atom 15 (H): 0.266, atom 16 (H): 0.168, atom 17 (N): 0.773, atom 18 (C): 0.386, atom 19 (N): -0.164, atom 20 (O): -0.806, atom 21 (H): 0.026, atom 22 (H): -0.217, atom 23 (H): 0.245, atom 24 (H): -0.007, atom 25 (C): 0.131, atom 26 (C): -0.722, atom 27 (O): -0.632, atom 28 (H): -0.184, atom 29 (H): -0.360, atom 30 (H): 0.496, atom 31 (H): 0.491, atom 32 (H): 0.310, atom 33 (H): 0.316, atom 34 (C): -0.443, atom 35 (C): -0.106, atom 36 (O): -0.652, atom 37 (H): 0.536, atom 38 (H): 0.085, atom 39 (H): -0.165, atom 40 (H): 0.376, atom 41 (H): 0.118, atom 42 (H): 0.338, atom 43 (C): 0.112, atom 44 (O): -0.562, atom 45 (H): 0.325, atom 46 (H): -0.534, atom 47 (H): 0.305, atom 48 (H): 0.337, atom 49 (C): -0.921, atom 50 (O): -0.519, atom 51 (H): 0.256, atom 52 (H): 0.199, atom 53 (H): 0.579, atom 54 (H): 0.306, atom 55 (C): 0.387, atom 56 (O): -0.650, atom 57 (H): 0.295, atom 58 (H): 0.317, atom 59 (H): -0.722, atom 60 (H): 0.376, atom 61 (C): -0.869, atom 62 (O): -0.621, atom 63 (H): 0.184, atom 64 (H): 0.364, atom 65 (H): 0.310, atom 66 (H): 0.231, atom 67 (C): -0.368, atom 68 (O): -0.469, atom 69 (H): 0.240, atom 70 (H): -0.046, atom 71 (H): 0.289, atom 72 (H): 0.311, atom 73 (C): -0.475, atom 74 (O): 1.188, atom 75 (H): 0.131, atom 76 (H): 0.702, atom 77 (H): -0.486, atom 78 (H): -0.847

***

The structure with the least stability is arrangement a.